#1
8
Properties=species:S:1:pos:R:3 method="wB97M-V/def2-TZVPD" multiplicity=1 charge=0 orbital_gap_ev="8.686 / 6.887"
H 0.095 -0.569 -0.423
S -0.305 1.795 0.246
H 0.852 2.282 0.836
H 1.358 -0.932 -1.857
C 0.628 -1.252 -1.091
H 0.477 -2.218 -0.865
N -0.617 0.484 1.209
I -2.489 0.410 1.946

=====

#2
8
Properties=species:S:1:pos:R:3 method="wB97M-V/def2-TZVPD" multiplicity=1 charge=0 smiles="C=NI.S" orbital_gap_ev=8.720
H 0.044 2.370 -0.185
H -0.915 -0.983 0.259
N 0.639 0.402 0.160
H 1.771 1.910 -0.645
C 0.851 1.518 -0.248
S -1.571 -2.240 0.160
H -2.812 -1.792 0.443
I 1.991 -1.185 0.056

=====

#3
8
Properties=species:S:1:pos:R:3 method="wB97M-V/def2-TZVPD" multiplicity=1 charge=0 orbital_gap_ev="7.199 / 8.282"
H -0.029 -1.962 -0.282
C 0.260 -0.978 0.004
S 0.287 2.428 -0.125
H 1.172 -0.741 -0.345
I -2.511 -0.193 -0.171
H 0.190 -0.679 1.024
N -0.649 -0.121 -0.780
H 1.279 2.246 0.675

=====

Energy comparison, zero being the most stable, in kJ/mol: #1 301.8; #2 0.0; #3 208.2.

=====

#1
8
Properties=species:S:1:pos:R:3 method="wB97M-V/def2-TZVPD" multiplicity=1 charge=0 orbital_gap_ev=9.349
I 3.084 -0.138 -0.694
N 1.650 0.833 0.336
H -0.210 1.455 0.532
H 0.163 0.882 -1.060
S -1.700 -1.195 -0.247
C 0.526 1.094 -0.117
H -1.009 -0.812 0.904
H -2.505 -2.120 0.347

=====

#2
8
Properties=species:S:1:pos:R:3 method="wB97M-V/def2-TZVPD" multiplicity=1 charge=0 smiles=CSNI orbital_gap_ev=7.952
N -1.174 0.249 -0.699
H -1.816 0.656 -1.595
S 0.351 0.920 -0.593
I -2.665 0.719 0.811
H 0.981 -1.414 -0.147
C 1.108 -0.431 0.366
H 2.171 -0.302 0.374
H 1.042 -0.398 1.483

=====

Energy comparison, zero being the most stable, in kJ/mol: #1 0.0; #2 5.9.

=====

#1
12
Properties=species:S:1:pos:R:3 method="wB97M-V/def2-TZVPD" multiplicity=1 charge=0 smiles=C#CC#CCC orbital_gap_ev=10.282
H -1.828 -1.297 -0.798
C -1.859 0.752 -0.050
C 2.635 -0.229 -0.106
H -1.218 1.386 0.570
C 1.289 -0.540 -0.112
C -1.365 -0.704 -0.001
H -2.886 0.834 0.317
C 0.094 -0.723 -0.108
C 3.793 0.108 -0.097
H 4.807 0.438 -0.093
H -1.650 -1.175 0.947
H -1.821 1.139 -1.072

=====

#2
12
Properties=species:S:1:pos:R:3 method="wB97M-V/def2-TZVPD" multiplicity=1 charge=0 orbital_gap_ev=9.454
C 0.701 1.392 1.123
C 2.349 0.368 -0.609
H 1.265 1.008 1.994
C -0.583 -0.402 -1.827
H -1.301 -1.073 -1.308
H -0.502 -0.943 -2.796
H -0.370 1.353 1.247
H 1.228 2.436 1.058
C 1.676 -1.020 -0.512
C 0.594 -0.319 -0.977
H -1.057 0.621 -1.937
C 1.105 0.722 -0.108

=====

Energy comparison, zero being the most stable, in kJ/mol: #1 0.0; #2 291.1.